Computed, not measured: a structure of composition C24H23N7S2V, with ωB97M-V/def2-TZVPD.

- 2S+1: 2
- Orbital gap (alpha / beta): 0.1863 / 0.2300 Ha
- Charge: +4
- HOMO level (alpha / beta): -20.3 / -20.4 eV

XYZ file:
```
57
C24H23N7S2V (ωB97M-V/def2-TZVPD)
V -0.128 -0.510 0.391
C 1.456 -0.053 3.075
N 1.333 -1.172 2.108
C 2.623 -1.582 1.498
C 2.537 -1.402 0.025
N 1.338 -1.202 -0.587
C 1.576 -1.324 -1.978
C 0.733 -1.328 -3.086
C 1.319 -1.497 -4.331
C 2.699 -1.662 -4.482
C 3.549 -1.676 -3.385
C 2.955 -1.523 -2.145
N 3.499 -1.558 -0.853
C 0.650 1.095 2.584
N -0.285 0.932 1.608
C -0.989 2.161 1.530
C -2.121 2.555 0.823
C -2.570 3.854 1.003
C -1.919 4.741 1.865
C -0.811 4.350 2.604
C -0.384 3.046 2.434
N 0.641 2.318 3.058
H 2.494 0.243 3.233
H 1.072 -0.347 4.057
H 0.963 -1.973 2.608
H 2.823 -2.640 1.694
H 3.471 -1.038 1.916
H -0.343 -1.266 -2.995
H 0.694 -1.528 -5.214
H 3.111 -1.809 -5.472
H 4.618 -1.803 -3.497
H 4.478 -1.733 -0.642
H -2.682 1.863 0.208
H -3.463 4.184 0.490
H -2.301 5.747 1.984
H -0.316 5.035 3.281
H 1.216 2.677 3.815
C 0.525 2.128 -1.772
C -0.744 1.362 -1.861
N -1.062 0.326 -1.068
C -2.329 -0.195 -1.346
C -2.958 0.440 -2.359
S -1.972 1.708 -2.982
C -2.703 -1.307 -0.494
C -3.833 -2.048 -0.436
S -3.687 -3.263 0.760
C -2.124 -2.732 1.169
N -1.726 -1.690 0.433
C -1.345 -3.409 2.242
H 1.196 1.702 -1.027
H 0.324 3.170 -1.513
H 1.034 2.142 -2.739
H -3.936 0.235 -2.771
H -4.724 -1.949 -1.039
H -1.886 -4.281 2.607
H -1.205 -2.746 3.101
H -0.382 -3.764 1.868
```

---

Computed, not measured: a structure of composition C11H14N2O5PtS2Se3Te, with ωB97M-V/def2-TZVPD.

- 2S+1: 3
- Relative energy (zero: lowest compared OMol25 entry of this formula, charge and spin): 0.0 kJ/mol
- Orbital gap (alpha / beta): 0.2253 / 0.2166 Ha
- Charge: -2
- HOMO level (alpha / beta): -2.0 / -2.1 eV

XYZ file:
```
39
C11H14N2O5PtS2Se3Te (ωB97M-V/def2-TZVPD)
Pt -1.143 1.768 1.234
Se -0.534 3.899 2.118
Se 1.036 4.058 3.714
Te -0.498 0.531 4.944
Se 0.186 0.376 2.612
O -1.903 1.069 -2.207
S -2.646 1.182 -0.951
O -4.059 0.953 -1.116
O -2.032 0.251 0.099
O -2.370 2.541 -0.303
C 0.288 4.088 -1.578
C -0.121 3.610 -2.963
C 0.854 2.593 -3.540
N 0.829 1.339 -2.782
C 1.752 0.394 -2.842
S 1.533 -1.206 -2.439
N 3.022 0.774 -3.342
C 3.921 1.728 -2.907
O 4.965 1.878 -3.522
C 3.631 2.515 -1.673
C 4.124 3.816 -1.612
C 3.939 4.574 -0.468
C 3.279 4.028 0.628
C 2.816 2.721 0.581
C 2.985 1.964 -0.569
H -0.435 4.797 -1.178
H 1.274 4.562 -1.596
H 0.328 3.256 -0.875
H -0.156 4.453 -3.662
H -1.117 3.168 -2.925
H 1.857 3.015 -3.536
H 0.594 2.366 -4.581
H -0.103 1.069 -2.429
H 3.472 0.029 -3.851
H 4.649 4.215 -2.471
H 4.301 5.594 -0.432
H 3.104 4.613 1.522
H 2.299 2.301 1.435
H 2.617 0.945 -0.592
```

---

Computed, not measured: a structure of composition C41H38Cl6N4O3S4Ti, with ωB97M-V/def2-TZVPD.

- 2S+1: 1
- Relative energy (zero: lowest compared OMol25 entry of this formula, charge and spin): 29.5 kJ/mol
- Orbital gap: 0.2067 Ha
- Charge: +2
- HOMO level: -11.9 eV

XYZ file:
```
97
C41H38Cl6N4O3S4Ti (ωB97M-V/def2-TZVPD)
Ti -0.906 0.321 0.505
C 2.999 -0.169 13.746
O 3.114 0.914 12.828
C 2.683 0.736 11.572
C 2.125 -0.449 11.090
C 1.712 -0.515 9.770
C 1.843 0.574 8.916
C 2.403 1.758 9.414
C 2.818 1.839 10.720
C 1.412 0.533 7.526
N 1.447 1.550 6.686
C 0.951 1.068 5.516
C 0.606 -0.266 5.625
N 0.910 -0.595 6.922
C 0.063 -1.020 4.548
C -0.311 -2.377 4.579
C -0.823 -2.966 3.452
C -0.970 -2.209 2.286
N -0.632 -0.930 2.232
C -0.120 -0.331 3.338
C 0.221 1.062 3.216
N -0.009 1.637 2.011
C 0.283 2.919 1.843
C 0.821 3.704 2.866
C 1.059 3.134 4.093
C 0.759 1.776 4.290
H 3.402 0.195 14.684
H 3.579 -1.030 13.408
H 1.954 -0.453 13.884
H 2.007 -1.310 11.729
H 1.272 -1.447 9.431
H 2.504 2.610 8.756
H 3.251 2.746 11.117
H 0.793 -1.487 7.370
H -0.201 -2.955 5.488
H -1.122 -4.004 3.447
H -1.378 -2.650 1.388
H 0.076 3.338 0.864
H 1.034 4.746 2.679
H 1.470 3.705 4.916
Cl -3.926 -5.573 -3.235
C -3.303 -4.217 -2.402
C -1.935 -4.130 -2.138
Cl -0.873 -5.372 -2.647
C -1.435 -3.026 -1.459
Cl 0.246 -2.883 -1.116
C -2.287 -2.006 -1.041
O -1.774 -0.928 -0.417
C -3.653 -2.103 -1.288
Cl -4.696 -0.858 -0.728
C -4.162 -3.204 -1.973
Cl -5.840 -3.313 -2.275
C 0.172 1.069 -6.218
C -0.959 0.184 -5.714
S -1.018 -0.029 -3.908
C -2.511 0.879 -3.443
C -2.427 2.397 -3.358
S -1.190 3.016 -2.177
C 0.058 3.820 -3.221
C 0.832 2.934 -4.194
S 0.024 2.827 -5.823
H 0.191 1.026 -7.309
H 1.142 0.706 -5.877
H -0.854 -0.813 -6.143
H -1.923 0.577 -6.037
H -2.788 0.471 -2.473
H -3.313 0.600 -4.131
H -3.396 2.787 -3.042
H -2.196 2.832 -4.328
H 0.742 4.267 -2.496
H -0.418 4.652 -3.742
H 0.913 1.925 -3.796
H 1.831 3.350 -4.340
C 4.172 -4.556 2.102
C 3.724 -3.244 1.531
C 3.378 -2.181 2.363
C 2.957 -0.974 1.832
C 2.866 -0.832 0.450
C 3.213 -1.877 -0.402
C 3.642 -3.069 0.146
S 2.252 0.717 -0.092
C 2.971 0.915 -1.705
O 0.748 0.508 -0.459
H 4.544 -4.443 3.119
H 4.956 -5.003 1.493
H 3.336 -5.259 2.126
H 3.466 -2.291 3.437
H 2.721 -0.139 2.484
H 3.149 -1.776 -1.477
H 3.922 -3.884 -0.509
H 2.580 0.148 -2.372
H 4.053 0.853 -1.599
H 2.681 1.902 -2.057
Cl -3.172 0.891 1.907
C -2.478 1.675 0.467
H -2.260 2.715 0.682
H -3.156 1.555 -0.372
```

---

Computed, not measured: a structure of composition C20H22CdN6O5S in a non-equilibrium geometry, with ωB97M-V/def2-TZVPD.

- 2S+1: 1
- Relative energy (zero: lowest compared OMol25 entry of this formula, charge and spin): 277.6 kJ/mol
- Orbital gap: 0.2783 Ha
- Charge: +2
- HOMO level: -14.1 eV

XYZ file:
```
55
C20H22CdN6O5S (ωB97M-V/def2-TZVPD)
Cd 0.360 -1.199 0.071
O -0.393 5.732 -2.473
C -0.560 4.883 -1.463
O -1.517 4.899 -0.758
C 0.399 3.734 -1.241
C -0.004 2.716 -0.129
C 1.334 2.105 0.467
C 1.979 1.390 -0.656
C 2.108 2.116 -1.785
C 1.535 3.478 -1.895
N 2.243 0.047 -0.590
C 2.956 -0.593 -1.415
C 2.821 -2.086 -1.700
C 3.818 -2.782 -2.310
C 3.678 -4.159 -2.502
C 2.527 -4.718 -1.987
C 1.561 -3.939 -1.360
N 1.698 -2.634 -1.236
H 0.025 5.175 -3.167
H -0.457 3.202 0.726
H 1.982 2.893 0.807
H 2.454 1.819 -2.770
H 1.923 4.148 -2.667
H 3.770 -0.051 -1.913
H 4.700 -2.247 -2.547
H 4.392 -4.789 -3.029
H 2.365 -5.841 -2.026
H 0.587 -4.418 -1.122
C -2.096 1.936 -0.880
O -0.735 1.595 -0.474
C 0.861 1.358 1.738
O 0.629 0.157 1.827
N 0.608 2.151 2.847
N 0.678 3.492 2.765
H -2.387 1.034 -1.412
H -2.127 2.722 -1.622
H -2.706 2.229 -0.076
H 0.418 1.622 3.725
H 1.512 3.815 3.205
H -0.150 4.000 3.132
O -0.204 -3.689 2.441
C 0.453 -2.887 2.076
C -3.637 -0.380 1.533
N -3.452 -1.794 1.575
C -3.911 -2.519 2.651
C -3.449 -3.776 2.464
N -2.728 -3.821 1.302
C -2.666 -2.581 0.783
S -1.800 -2.029 -0.566
H -3.948 -0.050 0.540
H -2.626 -0.023 1.641
H -4.334 -0.052 2.300
H -4.508 -2.107 3.427
H -3.629 -4.706 2.966
H -2.351 -4.578 0.759
```

---

Computed, not measured: an isolated molecule of C25H34N4O6, with ωB97M-V/def2-TZVPD.

- 2S+1: 1
- Relative energy (zero: lowest compared OMol25 entry of this formula, charge and spin): 259.3 kJ/mol
- Orbital gap: 0.3219 Ha
- SMILES string: CCOc1ccc([C@@H](C(=O)NCCOC)N(CCOC)C(=O)CCC(=O)Nc2ccccn2)cc1
- HOMO level: -8.2 eV

XYZ file:
```
69
C25H34N4O6 (ωB97M-V/def2-TZVPD)
C -4.667 -2.421 -1.555
C -4.649 -2.949 -0.124
O -3.421 -3.561 0.217
C -2.320 -2.797 0.454
C -2.300 -1.412 0.566
C -1.111 -0.756 0.828
C 0.084 -1.448 0.965
C 1.354 -0.692 1.285
C 2.666 -1.457 1.004
O 3.543 -1.508 1.849
N 2.744 -2.012 -0.209
C 3.923 -2.664 -0.725
C 4.647 -1.817 -1.796
O 5.806 -1.169 -1.345
C 5.585 -0.158 -0.385
N 1.393 0.621 0.626
C 1.673 1.753 1.486
C 3.184 2.002 1.646
O 3.771 2.613 0.519
C 3.730 4.019 0.537
C 1.238 0.675 -0.712
O 1.002 -0.329 -1.377
C 1.316 2.008 -1.439
C -0.052 2.275 -2.078
C -1.092 2.446 -0.984
O -0.860 3.048 0.044
N -2.288 1.863 -1.271
C -3.433 1.779 -0.485
C -3.546 2.325 0.793
C -4.738 2.142 1.468
C -5.769 1.438 0.858
C -5.552 0.945 -0.417
N -4.416 1.104 -1.073
C 0.054 -2.836 0.884
C -1.127 -3.500 0.631
H -5.674 -2.111 -1.818
H -4.349 -3.205 -2.238
H -4.001 -1.569 -1.666
H -5.382 -3.754 -0.016
H -4.903 -2.154 0.588
H -3.202 -0.830 0.461
H -1.121 0.320 0.924
H 1.367 -0.501 2.365
H 1.996 -1.790 -0.863
H 4.601 -2.852 0.111
H 3.621 -3.620 -1.161
H 3.933 -1.087 -2.209
H 4.994 -2.465 -2.605
H 5.242 -0.572 0.568
H 4.855 0.579 -0.740
H 6.546 0.330 -0.235
H 1.253 1.538 2.471
H 1.162 2.640 1.109
H 3.357 2.612 2.541
H 3.692 1.042 1.774
H 4.301 4.417 1.385
H 4.189 4.352 -0.392
H 2.707 4.407 0.595
H 2.065 1.896 -2.224
H 1.603 2.837 -0.805
H -0.013 3.196 -2.664
H -0.313 1.445 -2.734
H -2.390 1.371 -2.149
H -2.725 2.868 1.229
H -4.863 2.544 2.462
H -6.710 1.279 1.359
H -6.316 0.391 -0.946
H 0.960 -3.405 1.026
H -1.154 -4.576 0.565
```

---

Computed, not measured: an isolated molecule of CH3NO2S in a non-equilibrium geometry, with ωB97M-V/def2-TZVPD.

- 2S+1: 1
- Relative energy (zero: lowest compared OMol25 entry of this formula, charge and spin): 26.8 kJ/mol
- Orbital gap: 0.3581 Ha
- SMILES string: NC(=O)SO
- HOMO level: -9.4 eV

XYZ file:
```
8
CH3NO2S (ωB97M-V/def2-TZVPD)
N 0.513 1.216 -1.118
C -0.129 0.511 -0.080
O -0.825 1.049 0.703
S -0.061 -1.269 -0.135
O -0.925 -1.842 1.165
H 0.669 2.179 -0.803
H 1.311 0.715 -1.375
H -0.554 -2.561 1.644
```

---

Computed, not measured: the ion C8H15N3OPS with charge +1 in a non-equilibrium geometry, with ωB97M-V/def2-TZVPD.

- 2S+1: 1
- Relative energy (zero: lowest compared OMol25 entry of this formula, charge and spin): 0.0 kJ/mol
- Orbital gap: 0.3454 Ha
- Charge: +1
- HOMO level: -12.1 eV

XYZ file:
```
29
C8H15N3OPS (ωB97M-V/def2-TZVPD)
C -3.860 1.429 -0.044
C -4.938 0.646 -0.329
C -2.950 -0.630 0.169
C 2.656 -1.085 -0.848
C 2.496 0.308 -0.336
C 1.214 -1.701 -0.569
C 1.167 0.380 0.462
C -1.421 1.227 0.962
N -2.033 -1.579 0.221
N -2.762 0.651 0.414
N 0.679 -1.000 0.636
O 0.259 2.785 -0.341
P -0.225 1.245 -0.563
S -4.483 -1.056 -0.423
H -3.862 2.458 -0.059
H -5.971 0.815 -0.662
H 2.906 -0.944 -1.978
H 3.362 -1.589 -0.274
H 3.173 0.748 0.419
H 2.556 1.074 -1.227
H 0.649 -1.450 -1.372
H 1.091 -2.817 -0.560
H 0.988 0.965 1.465
H -1.015 0.514 1.671
H -1.682 2.318 1.072
H -2.101 -2.442 -0.235
H -1.031 -1.540 0.499
H 0.965 -1.579 1.372
H 0.835 3.090 -1.118
```

---

Computed, not measured: a structure of composition C20H45BrCl11HfN10O30 in a non-equilibrium geometry, with ωB97M-V/def2-TZVPD.

- 2S+1: 1
- Orbital gap: 0.2632 Ha
- Charge: -1
- HOMO level: -6.3 eV

XYZ file:
```
118
C20H45BrCl11HfN10O30 (ωB97M-V/def2-TZVPD)
C 1.945 -1.788 5.204
C 0.564 -1.375 4.706
N 0.120 -0.054 5.178
C -0.288 0.162 6.470
C -0.772 1.486 6.440
N -0.725 1.955 5.109
C -0.228 0.956 4.328
C -1.146 3.303 4.627
H 2.526 -0.872 5.090
H 2.503 -2.507 4.605
H 1.969 -2.067 6.258
H -0.196 -2.048 5.102
H 0.479 -1.610 3.645
H -0.101 -0.473 7.324
H -1.102 2.057 7.295
H -0.189 0.941 3.249
H -0.439 3.720 3.910
H -1.057 3.979 5.478
H -2.138 3.257 4.179
Hf 2.628 0.982 -2.053
Cl 1.634 -0.952 -5.491
O 2.364 -0.365 -6.602
O 1.954 -0.190 -4.301
O 0.218 -0.943 -5.708
O 2.189 -2.241 -5.194
Cl 1.283 3.995 0.357
O 0.756 3.130 1.360
O 0.286 4.894 -0.166
O 2.442 4.661 0.805
O 1.635 3.031 -0.640
Cl 3.599 -0.084 1.746
O 2.851 0.265 0.630
O 3.295 0.788 2.832
O 3.327 -1.449 2.115
O 5.012 -0.089 1.448
C 5.159 4.148 -4.278
C 3.725 4.124 -3.811
O 3.141 2.821 -3.449
H 5.672 4.085 -3.318
H 5.510 5.101 -4.672
H 5.378 3.221 -4.809
H 3.159 4.685 -4.555
H 3.662 4.707 -2.892
C -1.196 -0.041 0.381
C -0.880 0.068 -1.126
O 0.451 0.118 -1.551
H -0.899 0.921 0.798
H -0.666 -0.872 0.848
H -2.275 -0.057 0.534
H -1.448 0.875 -1.588
H -1.297 -0.846 -1.549
Br 5.186 -0.179 -2.546
C -4.407 0.368 -5.638
Cl -3.996 2.027 -6.180
Cl -3.127 -0.211 -4.478
Cl -5.991 0.248 -4.911
Cl -4.391 -0.768 -6.967
C -5.987 -0.778 -0.370
Cl -7.246 -0.614 -1.617
Cl -5.268 0.752 -0.067
Cl -6.652 -1.434 1.167
Cl -4.672 -1.852 -0.759
C -1.069 4.029 -3.510
N -0.276 3.082 -4.208
O 0.242 2.181 -3.528
O -0.169 3.159 -5.446
H -1.922 4.283 -4.139
H -0.542 4.982 -3.538
H -1.266 3.823 -2.458
C 3.834 -3.742 -0.614
N 2.709 -3.042 -1.312
O 2.670 -1.814 -1.251
O 1.927 -3.795 -1.851
H 3.977 -3.391 0.408
H 4.700 -3.518 -1.236
H 3.577 -4.797 -0.716
C 5.604 3.525 1.211
N 5.485 3.012 -0.176
O 6.476 2.928 -0.907
O 4.408 2.488 -0.475
H 4.818 3.089 1.828
H 5.454 4.604 1.193
H 6.479 3.211 1.780
C 0.890 -5.438 0.636
N 0.513 -4.234 1.456
O -0.623 -3.829 1.318
O 1.319 -3.738 2.214
H 0.397 -6.307 1.071
H 1.962 -5.639 0.627
H 0.484 -5.277 -0.362
C -0.741 -3.487 -3.932
N -1.575 -4.689 -4.423
O -1.877 -4.780 -5.590
O -1.579 -5.641 -3.652
H 0.230 -3.619 -4.411
H -0.753 -3.659 -2.856
H -1.247 -2.558 -4.194
C -3.869 -0.535 3.540
N -3.101 -1.580 4.125
O -2.868 -2.492 3.332
O -2.761 -1.363 5.275
H -3.834 0.423 4.059
H -4.870 -0.904 3.764
H -3.749 -0.496 2.458
C -3.715 4.148 0.321
N -2.937 3.935 1.516
O -2.504 4.896 2.180
O -2.728 2.745 1.860
H -4.015 5.186 0.465
H -4.416 3.316 0.263
H -3.026 4.173 -0.524
C -3.569 -4.861 1.230
N -3.202 -6.123 0.564
O -1.987 -6.314 0.352
O -4.091 -6.794 0.133
H -4.633 -4.950 1.449
H -3.537 -3.954 0.626
H -2.947 -4.925 2.123
```